19
Properties=species:S:1:pos:R:3 method="wB97M-V/def2-TZVPD" homo_lumo_gap_ev=9.121 fmax_ev_per_a=2.207 smiles="C=C/C(C)=C/C.O" e_homo_ha=-0.3079 de_lowest_kcal_mol=44.7 e_tot_ev=-8462.4162 multiplicity=1 charge=0
C 0.300 2.184 -0.927
C 0.159 1.818 0.346
C 0.510 0.458 0.885
C -0.449 -0.198 1.844
C 1.614 -0.151 0.453
C 2.066 -1.563 0.828
H 1.108 1.840 -1.552
H -0.325 3.015 -1.230
H -0.577 2.303 0.984
H -0.206 0.027 2.881
H -0.426 -1.263 1.645
H -1.475 0.121 1.645
H 2.261 0.306 -0.294
H 1.570 -2.229 0.111
H 1.672 -1.817 1.807
H 3.143 -1.630 0.699
O -3.520 -0.869 -3.668
H -3.668 -0.555 -2.769
H -3.757 -1.798 -3.689

=====

19
Properties=species:S:1:pos:R:3 method="wB97M-V/def2-TZVPD" homo_lumo_gap_ev=8.906 fmax_ev_per_a=0.404 e_homo_ha=-0.2993 de_lowest_kcal_mol=120.9 e_tot_ev=-8459.1118 multiplicity=1 charge=0
C 1.893 0.298 1.711
C 1.362 -0.648 -0.254
C 0.468 0.393 -0.793
C -0.588 -0.189 -1.733
C -1.002 0.403 -0.430
C -1.566 -0.478 0.658
O -2.946 -0.730 0.457
H 2.244 1.183 1.186
H 2.701 -0.153 2.293
H 1.033 0.542 2.340
H 1.473 -0.648 1.071
H 2.396 -0.474 -0.587
H 0.859 1.361 -1.114
H -0.786 0.352 -2.654
H -0.591 -1.273 -1.826
H -1.473 1.383 -0.487
H -0.986 -1.408 0.721
H -1.501 0.027 1.628
H -3.033 -1.133 -0.416

=====

19
Properties=species:S:1:pos:R:3 method="wB97M-V/def2-TZVPD" homo_lumo_gap_ev=10.060 fmax_ev_per_a=2.147 smiles=CCO[C@H]1C[C@H]1C e_homo_ha=-0.3307 de_lowest_kcal_mol=77.1 e_tot_ev=-8461.0099 multiplicity=1 charge=0
C 2.632 0.155 -0.034
C 1.248 0.776 0.019
O 0.516 0.491 1.190
C -0.325 -0.647 0.857
C -1.718 -0.873 1.222
C -0.977 -0.632 -0.454
C -1.660 0.605 -1.030
H 2.568 -0.924 0.153
H 3.323 0.585 0.694
H 3.050 0.300 -1.038
H 0.658 0.306 -0.792
H 1.239 1.851 -0.197
H 0.209 -1.594 1.004
H -2.476 -0.102 1.186
H -1.966 -1.663 1.961
H -0.730 -1.386 -1.210
H -1.295 0.937 -2.015
H -2.714 0.354 -1.161
H -1.579 1.462 -0.354

=====

19
Properties=species:S:1:pos:R:3 method="wB97M-V/def2-TZVPD" homo_lumo_gap_ev=10.841 fmax_ev_per_a=0.288 smiles=CC1(C)OC1(C)C e_homo_ha=-0.3633 de_lowest_kcal_mol=26.3 e_tot_ev=-8463.2140 multiplicity=1 charge=0
C 1.606 0.878 0.572
C 0.721 -0.281 0.135
C 1.395 -1.256 -0.827
O -0.095 -1.002 1.071
C -0.741 -0.073 0.201
C -1.336 1.077 0.996
C -1.635 -0.534 -0.927
H 2.672 0.650 0.478
H 1.400 1.213 1.590
H 1.387 1.716 -0.102
H 0.783 -1.532 -1.687
H 1.602 -2.175 -0.266
H 2.348 -0.874 -1.198
H -1.423 2.003 0.418
H -2.341 0.783 1.324
H -0.749 1.270 1.897
H -2.610 -0.879 -0.568
H -1.181 -1.318 -1.534
H -1.802 0.336 -1.576

=====

19
Properties=species:S:1:pos:R:3 method="wB97M-V/def2-TZVPD" homo_lumo_gap_ev=8.589 fmax_ev_per_a=0.364 e_homo_ha=-0.3206 de_lowest_kcal_mol=115.2 e_tot_ev=-8459.3593 multiplicity=1 charge=0
C 2.733 -0.331 -0.012
C 1.256 -0.020 0.269
O 1.000 -0.439 1.611
C 0.874 1.336 -0.166
C -1.641 1.141 -1.081
C -1.970 0.342 -0.061
C -1.880 -1.156 -0.084
H 2.987 -0.102 -1.049
H 2.908 -1.393 0.181
H 3.383 0.243 0.654
H 0.676 -0.647 -0.434
H 0.228 0.050 1.924
H 0.421 1.872 0.696
H -1.302 0.739 -2.032
H -1.755 2.220 -1.023
H -2.350 0.790 0.859
H -1.598 -1.519 -1.078
H -2.838 -1.613 0.188
H -1.133 -1.512 0.637

=====

19
Properties=species:S:1:pos:R:3 method="wB97M-V/def2-TZVPD" homo_lumo_gap_ev=9.338 fmax_ev_per_a=0.557 e_homo_ha=-0.3045 de_lowest_kcal_mol=65.0 e_tot_ev=-8461.5349 multiplicity=1 charge=0
C -2.535 1.596 0.983
C -1.574 1.465 -0.178
O -0.980 0.143 -0.209
C -0.085 -0.065 0.722
C 0.510 -1.432 0.499
C 1.974 -1.202 0.076
C 2.084 -0.739 -1.376
H -1.993 1.419 1.916
H -3.351 0.871 0.902
H -2.962 2.604 1.006
H -0.760 2.190 -0.105
H -2.073 1.571 -1.145
H 2.406 -0.445 0.743
H -0.024 -2.034 -0.253
H 0.494 -1.962 1.460
H 2.550 -2.122 0.221
H 3.108 -0.445 -1.629
H 1.780 -1.537 -2.064
H 1.432 0.122 -1.567

=====

19
Properties=species:S:1:pos:R:3 method="wB97M-V/def2-TZVPD" homo_lumo_gap_ev=9.365 fmax_ev_per_a=3.670 e_homo_ha=-0.3089 de_lowest_kcal_mol=66.4 e_tot_ev=-8461.4746 multiplicity=1 charge=0
C -0.627 0.702 -1.874
C -0.010 -0.260 -0.885
O 0.005 -1.588 -1.225
C 1.266 0.161 -0.210
C 1.162 -0.376 1.214
C -0.151 0.172 1.772
C -1.189 -0.087 0.694
H -1.210 0.261 -2.694
H -0.022 1.556 -2.209
H -1.214 0.822 -0.927
H -0.665 -1.738 -1.903
H 2.140 -0.220 -0.750
H 1.327 1.258 -0.204
H 1.111 -1.471 1.168
H 2.028 -0.097 1.813
H -0.040 1.253 1.946
H -0.389 -0.278 2.744
H -2.038 0.647 0.807
H -1.656 -1.072 0.767

=====

19
Properties=species:S:1:pos:R:3 method="wB97M-V/def2-TZVPD" homo_lumo_gap_ev=10.588 fmax_ev_per_a=1.066 smiles=CC[C@H]1CCCO1 e_homo_ha=-0.3481 de_lowest_kcal_mol=22.7 e_tot_ev=-8463.3717 multiplicity=1 charge=0
C -1.331 -1.122 1.712
C 0.040 -1.325 1.112
C 0.441 0.016 0.426
C 0.983 -0.231 -0.949
C 0.868 1.142 -1.587
C -0.501 1.600 -1.058
O -0.569 1.079 0.276
H -1.284 -0.293 2.423
H -2.009 -0.817 0.912
H -1.710 -2.016 2.204
H 0.769 -1.627 1.889
H 0.032 -2.179 0.405
H 1.211 0.507 1.025
H 1.968 -0.633 -0.681
H 0.424 -0.991 -1.517
H 0.957 1.163 -2.676
H 1.615 1.811 -1.149
H -0.569 2.703 -1.099
H -1.335 1.213 -1.669

=====

no.,lowest unoccupied orbital energy (eV)
1,0.7
2,0.8
3,1.1
4,1.0
5,-0.1
6,1.1
7,1.0
8,1.1